Computed, not measured: the molecule C2H4N2 at a distorted geometry, with the ωB97M-V functional and the def2-TZVPD basis.

The geometry in ORCA input format:
```
! RIJCOSX wB97M-V def2-TZVPD def2/J DEFGRID3
* xyz 0 1
H 0.3981 -1.6685 -0.3178
N -2.1187 0.7403 -0.6346
C 0.1417 0.3149 0.5680
H 0.0347 -0.1029 1.5351
C -1.1224 0.6076 -0.0751
N 0.8853 -0.7937 -0.2030
H 0.8103 1.2441 0.3597
H 0.9710 -0.3418 -1.2322
*
```

The HOMO-LUMO gap comes out at 11.12 eV. The value obtained for the molecular weight is 56.07 g mol⁻¹. As for the SMILES: N#CCN. The value obtained for the energy relative to the best compared isomer or geometry (same formula, charge and spin) is 26.0 kcal/mol.

Computed, not measured: the molecule C2H4N2 at a distorted geometry, with the ωB97M-V functional and the def2-TZVPD basis.

The geometry in ORCA input format:
```
! RIJCOSX wB97M-V def2-TZVPD def2/J DEFGRID3
* xyz 0 1
H 0.9033 -1.1578 -0.0316
H 0.3247 -0.9613 -1.7010
N -1.2197 -0.3349 -0.3701
H 0.1000 1.5059 1.4651
C 0.4149 -0.4766 -0.7298
C -0.9801 0.2663 0.6162
N -0.5198 0.7158 1.6511
H 0.9768 0.4425 -0.9000
*
```

The HOMO-LUMO gap comes out at 10.88 eV. The value obtained for the molecular weight is 56.07 g mol⁻¹. As for the SMILES: CN=C=N. The value obtained for the energy relative to the best compared isomer or geometry (same formula, charge and spin) is 50.0 kcal/mol.

Computed, not measured: the molecule C2H4N2 at a distorted geometry, with the ωB97M-V functional and the def2-TZVPD basis.

The geometry in ORCA input format:
```
! RIJCOSX wB97M-V def2-TZVPD def2/J DEFGRID3
* xyz 0 1
H -1.5032 -0.0016 0.4176
N -0.5050 -0.2257 0.4353
C 0.1821 -0.9328 1.2534
C 0.9282 -0.0008 -1.2344
H -0.5780 -1.4891 1.9327
H 1.3329 0.4232 -2.0975
N 0.1371 0.5606 -0.4741
H 0.0060 1.6661 -0.2330
*
```

The HOMO-LUMO gap comes out at 8.69 eV. The value obtained for the molecular weight is 56.07 g mol⁻¹. The value obtained for the energy relative to the best compared isomer or geometry (same formula, charge and spin) is 149.4 kcal/mol.

Computed, not measured: the molecule C2H4N2 at a distorted geometry, with the ωB97M-V functional and the def2-TZVPD basis.

The geometry in ORCA input format:
```
! RIJCOSX wB97M-V def2-TZVPD def2/J DEFGRID3
* xyz 0 1
H -1.4153 -1.2507 0.9114
N 0.3962 -0.6527 -0.1926
C 1.4008 0.1472 -0.0697
H 2.3455 -0.2272 -0.5633
H -1.4362 1.0513 -0.7304
H 1.3873 1.0469 0.5011
C -0.8853 -0.4854 0.2008
N -1.7931 0.3706 -0.0574
*
```

The HOMO-LUMO gap comes out at 10.09 eV. The value obtained for the molecular weight is 56.07 g mol⁻¹. As for the SMILES: [H]/N=C\N=C. The value obtained for the energy relative to the best compared isomer or geometry (same formula, charge and spin) is 40.2 kcal/mol.

Computed, not measured: the molecule C2H4N2O at a distorted geometry, with the ωB97M-V functional and the def2-TZVPD basis.

The geometry in ORCA input format:
```
! RIJCOSX wB97M-V def2-TZVPD def2/J DEFGRID3
* xyz 0 1
N -1.2461 -1.2037 -0.0499
H 0.5321 1.5628 -0.2692
H -1.7480 0.6856 0.2468
H -2.2549 -0.9091 0.1597
N 0.3305 0.6654 -0.1450
O 1.5471 -1.3604 -0.1212
C 1.4952 -0.0942 0.1032
C -0.9093 0.0441 -0.1037
H 2.2535 0.6095 0.1793
*
```

The HOMO-LUMO gap comes out at 10.41 eV. The value obtained for the molecular weight is 72.07 g mol⁻¹. As for the SMILES: [H]/N=C/NC=O. The value obtained for the energy relative to the best compared isomer or geometry (same formula, charge and spin) is 46.2 kcal/mol.

Computed, not measured: a cluster of 2 separate species, C2H4N2O in total at a distorted geometry, with the ωB97M-V functional and the def2-TZVPD basis.

The geometry in ORCA input format:
```
! RIJCOSX wB97M-V def2-TZVPD def2/J DEFGRID3
* xyz 0 1
H -0.7752 -0.8608 -0.1301
N -1.0579 1.4676 1.2044
C 1.0336 -0.4898 -1.0479
H -1.1627 2.3376 1.6874
O 2.2459 -0.5529 -1.0216
N 0.2053 -1.1283 -0.1806
H 0.4855 0.0917 -1.8167
C -1.6063 0.6001 0.6332
H 0.6317 -1.4653 0.6718
*
```

The HOMO-LUMO gap comes out at 10.61 eV. The value obtained for the molecular weight is 72.07 g mol⁻¹. The value obtained for the energy relative to the best compared isomer or geometry (same formula, charge and spin) is 32.6 kcal/mol.

Computed, not measured: a cluster of 2 separate species, C2H4N2O in total at a distorted geometry, with the ωB97M-V functional and the def2-TZVPD basis.

The geometry in ORCA input format:
```
! RIJCOSX wB97M-V def2-TZVPD def2/J DEFGRID3
* xyz 0 1
N 0.8658 -2.4977 1.3769
O -1.4663 2.3858 -0.3744
H 0.8439 0.2277 -0.4747
N 0.4526 1.1579 -0.5532
H 0.7215 -3.1393 2.1290
H -1.4364 0.3776 -0.7080
C 1.0254 -1.7418 0.4997
H 1.0239 1.9444 -0.2817
C -0.8932 1.3271 -0.5344
*
```

The HOMO-LUMO gap comes out at 10.52 eV. The value obtained for the molecular weight is 72.07 g mol⁻¹. The value obtained for the energy relative to the best compared isomer or geometry (same formula, charge and spin) is 22.8 kcal/mol.

Computed, not measured: a cluster of 2 separate species, C2H4N2O in total at a distorted geometry, with the ωB97M-V functional and the def2-TZVPD basis.

The geometry in ORCA input format:
```
! RIJCOSX wB97M-V def2-TZVPD def2/J DEFGRID3
* xyz 0 1
H -1.5665 -0.4429 1.1627
H -1.5064 1.6656 0.0700
H 0.0600 1.2043 -0.5869
C 1.3741 -0.0639 -1.2546
C -0.6550 -0.1018 0.6614
N 0.3993 -0.8101 0.5107
N -0.6391 1.1640 0.1671
H 0.3352 -1.7898 0.7430
O 2.1984 -0.8255 -1.4734
*
```

The HOMO-LUMO gap comes out at 10.17 eV. The value obtained for the molecular weight is 72.07 g mol⁻¹. The value obtained for the energy relative to the best compared isomer or geometry (same formula, charge and spin) is 22.3 kcal/mol.

Computed, not measured: the molecule C2H4N2O at a distorted geometry, with the ωB97M-V functional and the def2-TZVPD basis.

The geometry in ORCA input format:
```
! RIJCOSX wB97M-V def2-TZVPD def2/J DEFGRID3
* xyz 0 1
C -1.1950 -0.8205 0.0728
O -2.0459 0.0131 -0.0660
H -1.5430 -1.9722 -0.0044
C 0.3145 -0.1845 0.2945
N 1.3578 -0.9262 -0.0395
H -0.5994 1.7306 0.1891
N 0.2017 1.1895 -0.0046
H 1.2459 1.5452 -0.1009
H 2.2635 -0.5750 -0.3411
*
```

The HOMO-LUMO gap comes out at 9.81 eV. The value obtained for the molecular weight is 72.07 g mol⁻¹. As for the SMILES: [H]/N=C(\N)C=O. The value obtained for the energy relative to the best compared isomer or geometry (same formula, charge and spin) is 46.8 kcal/mol.

Computed, not measured: the molecule C2H4N2O at a distorted geometry, with the ωB97M-V functional and the def2-TZVPD basis.

The geometry in ORCA input format:
```
! RIJCOSX wB97M-V def2-TZVPD def2/J DEFGRID3
* xyz 0 1
H -0.8036 1.5732 0.6650
N 0.1492 -0.6155 0.2413
O 1.1839 -2.5115 0.9957
C -0.2581 1.5477 -0.2817
H -0.9130 1.8118 -1.1127
C 0.3421 -1.9204 0.3679
H 0.5579 2.2710 -0.2704
H -0.5761 -2.4275 -0.0211
N 0.3176 0.2714 -0.5840
*
```

The HOMO-LUMO gap comes out at 9.51 eV. The value obtained for the molecular weight is 72.07 g mol⁻¹. As for the SMILES: C/N=N/C=O. The value obtained for the energy relative to the best compared isomer or geometry (same formula, charge and spin) is 54.1 kcal/mol.

Computed, not measured: the molecule C2H4N2O at a distorted geometry, with the ωB97M-V functional and the def2-TZVPD basis.

The geometry in ORCA input format:
```
! RIJCOSX wB97M-V def2-TZVPD def2/J DEFGRID3
* xyz 0 1
H 0.9742 -0.0718 -1.7505
N 1.1235 1.2009 -0.0686
H -0.9215 -1.0204 -0.8287
N -0.6138 -0.2703 -0.2482
C 0.5909 0.2656 -0.7924
C -1.0435 -0.3972 0.9972
O -2.0033 -1.0012 1.3425
H 2.0624 1.3256 -0.4411
H -0.1688 -0.0312 1.7898
*
```

The HOMO-LUMO gap comes out at 10.78 eV. The value obtained for the molecular weight is 72.07 g mol⁻¹. As for the SMILES: [H]/N=C/NC=O. The value obtained for the energy relative to the best compared isomer or geometry (same formula, charge and spin) is 21.4 kcal/mol.

Computed, not measured: the molecule C2H4N2O at a distorted geometry, with the ωB97M-V functional and the def2-TZVPD basis.

The geometry in ORCA input format:
```
! RIJCOSX wB97M-V def2-TZVPD def2/J DEFGRID3
* xyz 0 1
C -0.6621 -0.9522 0.9913
N -0.4384 0.3664 1.2305
H 0.4544 1.8737 0.3437
H 1.1912 1.1028 -1.2949
N 0.4863 0.7587 0.3682
C 0.5612 0.3864 -0.9857
H -0.6361 -1.9116 0.1927
O 0.0883 -0.5341 -1.5217
H -1.4458 -1.2734 1.7078
*
```

The HOMO-LUMO gap comes out at 10.20 eV. The value obtained for the molecular weight is 72.07 g mol⁻¹. As for the SMILES: C=NNC=O. The value obtained for the energy relative to the best compared isomer or geometry (same formula, charge and spin) is 81.6 kcal/mol.

Computed, not measured: the molecule C2H4N2O, with the ωB97M-V functional and the def2-TZVPD basis.

The geometry in ORCA input format:
```
! RIJCOSX wB97M-V def2-TZVPD def2/J DEFGRID3
* xyz 0 1
H -1.7621 -0.6760 0.9272
C -0.2743 0.4177 -0.1404
H 2.7912 -0.4147 0.1541
H 0.0876 1.2660 -0.6979
O 2.1385 0.2567 -0.0848
N 0.1566 -1.0145 -0.5495
N 0.8118 -0.5159 0.4675
H -2.3956 0.5824 -0.2801
C -1.5538 0.0983 0.2038
*
```

The HOMO-LUMO gap comes out at 7.53 eV. The value obtained for the molecular weight is 72.07 g mol⁻¹. The value obtained for the energy relative to the best compared isomer or geometry (same formula, charge and spin) is 155.7 kcal/mol.

Computed, not measured: a cluster of 2 separate species, C2H4N2O in total at a distorted geometry, with the ωB97M-V functional and the def2-TZVPD basis.

The geometry in ORCA input format:
```
! RIJCOSX wB97M-V def2-TZVPD def2/J DEFGRID3
* xyz 0 1
O -3.0864 0.0292 0.8722
H 1.9036 -0.5151 -0.5524
H 1.7941 -0.7744 1.2715
H -0.4729 0.3700 -1.8017
H 1.7679 0.8977 0.5396
N -2.8738 0.0061 -0.3013
N 0.0825 -0.0128 0.2514
C 1.5108 -0.1921 0.4084
C -0.6258 0.1915 -0.6878
*
```

The HOMO-LUMO gap (alpha / beta) comes out at 7.29 / 7.35 eV. The value obtained for the molecular weight is 72.07 g mol⁻¹. The value obtained for the energy relative to the best compared isomer or geometry (same formula, charge and spin) is 125.6 kcal/mol.

Computed, not measured: the molecule C2H4N2O, with the ωB97M-V functional and the def2-TZVPD basis.

The geometry in ORCA input format:
```
! RIJCOSX wB97M-V def2-TZVPD def2/J DEFGRID3
* xyz 0 1
H -1.4695 1.6010 1.7360
O 2.0641 -1.2558 -0.8475
H 0.6293 -0.1251 -1.7434
H -1.1732 0.8589 -0.4035
N 0.1338 -0.6644 0.2092
H 0.5048 -1.1071 1.0434
N -0.8409 0.8044 1.6803
C 1.0032 -0.6802 -0.8637
C -0.6978 0.4215 0.4821
*
```

The HOMO-LUMO gap comes out at 11.11 eV. The value obtained for the molecular weight is 72.07 g mol⁻¹. As for the SMILES: [H]/N=C/NC=O. The value obtained for the energy relative to the best compared isomer or geometry (same formula, charge and spin) is 3.1 kcal/mol.

Computed, not measured: the molecule C2H4N2O at a distorted geometry, with the ωB97M-V functional and the def2-TZVPD basis.

The geometry in ORCA input format:
```
! RIJCOSX wB97M-V def2-TZVPD def2/J DEFGRID3
* xyz 0 1
C 0.7254 -0.2389 -0.5307
N -1.8633 0.2655 -0.0836
H -0.3977 1.3805 0.7922
H 1.4726 0.4711 -0.8941
H 0.2837 -0.9754 -1.1936
C -0.6848 0.5181 0.2024
N 0.8559 -0.6886 0.7787
H -2.0577 -0.5907 -0.5952
O 1.6661 -0.1416 1.5238
*
```

The HOMO-LUMO gap comes out at 8.88 eV. The value obtained for the molecular weight is 72.07 g mol⁻¹. As for the SMILES: [H]/N=C\CN=O. The value obtained for the energy relative to the best compared isomer or geometry (same formula, charge and spin) is 97.8 kcal/mol.

Computed, not measured: a structure of composition C2H4N2O at a distorted geometry, with the ωB97M-V functional and the def2-TZVPD basis.

The geometry in ORCA input format:
```
! RIJCOSX wB97M-V def2-TZVPD def2/J DEFGRID3
* xyz 0 1
O -0.5112 -1.8838 0.3579
C -0.2222 -0.5966 0.1284
H 0.9586 1.7223 0.3808
H -0.5253 -2.4406 -0.4867
N 0.3447 1.2704 -0.1854
H 1.0252 -0.0721 -1.4189
H -1.2490 1.2758 1.1687
N 0.9266 0.0009 -0.4192
C -0.7474 0.7236 0.4746
*
```

The HOMO-LUMO gap comes out at 8.40 eV. The value obtained for the molecular weight is 72.07 g mol⁻¹. The value obtained for the energy relative to the best compared isomer or geometry (same formula, charge and spin) is 85.8 kcal/mol.

Computed, not measured: the molecule C2H4N2O at a distorted geometry, with the ωB97M-V functional and the def2-TZVPD basis.

The geometry in ORCA input format:
```
! RIJCOSX wB97M-V def2-TZVPD def2/J DEFGRID3
* xyz 0 3
C -0.3768 -0.4523 -0.4385
N 0.4914 0.2292 1.6988
H 1.1969 -0.0263 2.4861
O -0.8690 -1.5005 -0.6781
N -0.9175 0.7885 -1.0046
H 1.6937 -0.7375 0.3115
H -0.3531 1.5229 -1.3261
C 0.6648 -0.3002 0.5922
H -1.5304 0.4763 -1.6413
*
```

Its expectation value of S² is 2.007. The HOMO-LUMO gap (alpha / beta) comes out at 6.90 / 7.33 eV. The value obtained for the molecular weight is 72.07 g mol⁻¹. The value obtained for the energy relative to the best compared isomer or geometry (same formula, charge and spin) is 9.9 kcal/mol.

Computed, not measured: the molecule C2H4N2O2 at a distorted geometry, with the ωB97M-V functional and the def2-TZVPD basis.

The geometry in ORCA input format:
```
! RIJCOSX wB97M-V def2-TZVPD def2/J DEFGRID3
* xyz 0 1
N 0.8992 -0.3537 -1.4072
H -0.6783 -1.3615 -0.7719
C -0.0368 -0.1668 2.0646
O -0.7084 0.5816 -0.0838
H -0.0083 0.0183 3.1423
O -0.0226 -1.1915 -1.5424
N -0.6951 0.8270 1.4250
H 1.2511 1.5618 -0.4180
H 0.4182 -1.2816 1.7712
C 0.6095 0.6050 -0.5379
*
```

The HOMO-LUMO gap comes out at 9.29 eV. The value obtained for the molecular weight is 88.07 g mol⁻¹. As for the SMILES: C=NO/C=N\O. The value obtained for the energy relative to the best compared isomer or geometry (same formula, charge and spin) is 168.5 kcal/mol.

Computed, not measured: the molecule C2H4N2O2 at a distorted geometry, with the ωB97M-V functional and the def2-TZVPD basis.

The geometry in ORCA input format:
```
! RIJCOSX wB97M-V def2-TZVPD def2/J DEFGRID3
* xyz 0 1
C 0.2296 1.0735 0.3108
H -0.6682 -1.2816 1.6175
H -0.1435 -1.9572 -1.0739
H -2.0206 -0.9715 0.6123
N -0.2878 -0.1774 -0.0761
C 0.3464 -1.0080 -0.9155
N -1.1449 -0.6631 0.9718
O 1.3465 -0.7057 -1.5486
H 1.2080 1.3717 -0.2428
O -0.3218 1.7468 1.1041
*
```

The HOMO-LUMO gap comes out at 10.86 eV. The value obtained for the molecular weight is 88.07 g mol⁻¹. As for the SMILES: NN(C=O)C=O. The value obtained for the energy relative to the best compared isomer or geometry (same formula, charge and spin) is 58.6 kcal/mol.